Entry 1:
C47H60ClO4W | ωB97M-V/def2-TZVPD

Computed properties:
* total energy: -2654.170790 a.u.
* net charge: +3
* HOMO: -16.4 eV
* relative energy (zero: lowest compared OMol25 entry of this formula, charge and spin): 155.6 kJ/mol
* frontier orbital gap: 5.40 eV

Each line ends with the Mulliken charge.
Element x y z (Å)
W1 -0.473 -0.473 0.268  2.52
Cl1 -2.793 1.562 1.249  -0.06
O1 -1.565 0.394 -1.300  -0.28
O2 -1.005 -2.211 0.142  -0.86
O3 0.823 -0.520 1.939  -0.30
O4 0.848 -0.310 -0.837  -0.21
C1 -2.280 -4.259 -4.604  1.77
C2 2.618 -1.767 0.791  0.05
C3 6.512 1.143 -3.339  -2.07
C4 3.300 -0.490 0.339  -1.21
C5 2.813 0.291 -3.834  -0.87
C6 3.796 -5.882 2.366  -1.57
C7 -3.503 -5.087 -4.188  -2.05
C8 0.826 -2.954 2.017  -0.18
C9 1.899 -0.219 -1.703  0.58
C10 -1.965 -1.940 1.097  1.66
C11 -2.019 -3.087 -3.683  -0.39
C12 3.185 -0.232 -1.148  -0.26
C13 -6.174 -2.927 3.351  -1.52
C14 -2.729 -2.125 3.384  -0.60
C15 -5.926 -0.521 4.047  -1.60
C16 -0.397 -2.925 2.918  -1.49
C17 -1.575 1.707 -1.926  -1.15
C18 -5.214 -1.880 3.952  1.64
C19 -1.685 -2.238 2.465  -0.29
C20 2.675 -4.193 1.011  -0.39
C21 1.465 -4.144 1.717  -0.62
C22 5.419 0.350 -5.430  -1.65
C23 -3.281 -1.555 0.690  -0.39
C24 -4.814 -2.318 5.362  -2.09
C25 -0.959 -2.214 -3.930  -0.31
C26 -4.262 -1.479 1.663  -0.45
C27 3.202 -2.999 0.519  0.05
C28 3.428 -5.499 0.918  1.70
C29 -2.686 -1.649 -1.849  0.00
C30 0.337 -0.091 -3.743  -1.36
C31 4.724 2.529 -4.411  -1.55
C32 4.720 -5.373 0.104  -2.05
C33 1.449 0.123 3.100  -1.16
C34 1.442 -1.772 1.559  -0.08
C35 -1.633 -0.770 -2.173  -0.61
C36 -1.056 -5.185 -4.643  -1.63
C37 4.087 0.456 -3.286  0.03
C38 -0.943 1.476 1.253  -0.95
C39 2.566 -6.597 0.278  -1.65
C40 -2.529 -3.673 -6.006  -1.58
C41 -0.729 -1.037 -3.217  0.04
C42 1.701 -0.045 -3.076  0.02
C43 4.261 0.108 -1.943  -0.24
C44 -4.033 -1.790 3.009  0.20
C45 -2.864 -2.788 -2.614  -0.23
C46 -3.685 -1.309 -0.761  -1.44
C47 5.191 1.093 -4.107  1.79
H1 2.669 0.483 -4.886  0.61
H2 6.418 1.711 -2.417  0.42
H3 5.414 -4.674 0.567  0.40
H4 2.920 -6.080 2.978  0.38
H5 -0.050 0.930 -3.773  0.53
H6 -4.153 -1.592 5.827  0.43
H7 2.301 -6.324 -0.741  0.42
H8 -6.612 -2.589 2.416  0.40
H9 -0.871 -5.621 -3.664  0.40
H10 -2.808 -4.473 -6.683  0.48
H11 -4.001 -0.261 -0.863  0.38
H12 -0.101 -2.506 3.888  0.54
H13 -2.188 2.370 -1.308  0.48
H14 -0.730 1.657 2.321  0.50
H15 2.411 -0.349 3.309  0.48
H16 -3.621 -5.925 -4.873  0.44
H17 -0.669 -3.967 3.117  0.62
H18 -3.336 -2.945 -5.985  0.35
H19 5.210 -6.343 0.063  0.45
H20 4.111 -3.005 -0.060  0.84
H21 4.373 -5.090 2.839  0.37
H22 2.877 0.384 0.858  0.14
H23 -6.990 -3.116 4.041  0.46
H24 6.863 0.139 -3.113  0.44
H25 -1.641 -3.191 -6.405  0.37
H26 0.514 -0.378 -4.783  0.67
H27 5.488 3.053 -4.978  0.46
H28 4.517 -5.062 -0.920  0.45
H29 -6.279 -0.164 3.083  0.33
H30 -0.160 -4.664 -4.968  0.32
H31 -5.704 -2.383 5.980  0.44
H32 4.402 -6.782 2.344  0.46
H33 -6.791 -0.624 4.695  0.48
H34 4.541 3.084 -3.493  0.35
H35 -0.300 -2.435 -4.755  0.65
H36 -5.659 -3.869 3.172  0.36
H37 -5.267 0.227 4.484  0.40
H38 -0.650 2.429 0.770  0.53
H39 4.361 -0.566 0.592  0.74
H40 -4.576 -1.916 -0.951  0.79
H41 -5.258 -1.211 1.349  0.74
H42 1.036 -5.063 2.077  0.65
H43 1.656 -6.794 0.835  0.32
H44 -4.416 -4.496 -4.236  0.42
H45 3.813 2.532 -5.005  0.38
H46 -0.551 2.099 -1.992  0.29
H47 0.798 0.015 3.969  0.33
H48 6.240 0.825 -5.959  0.50
H49 5.684 -0.689 -5.253  0.38
H50 -1.245 -5.992 -5.345  0.48
H51 -4.345 -3.299 5.362  0.42
H52 -2.526 -2.366 4.415  0.74
H53 7.273 1.629 -3.942  0.43
H54 3.136 -7.521 0.242  0.48
H55 -2.024 1.640 -2.919  0.48
H56 -3.384 -5.501 -3.187  0.44
H57 1.614 1.180 2.879  0.37
H58 -3.691 -3.440 -2.384  0.73
H59 4.549 0.385 -6.080  0.32
H60 5.241 0.139 -1.500  0.68

***

Entry 2:
C27H38GaN2O5S3Si | ωB97M-V/def2-TZVPD

Computed properties:
* total energy: -4946.267062 a.u.
* net charge: -1
* HOMO: -4.5 eV
* relative energy (zero: lowest compared OMol25 entry of this formula, charge and spin): 73.5 kJ/mol
* frontier orbital gap: 6.49 eV

Each line ends with the Mulliken charge.
Element x y z (Å)
Ga1 0.806 0.069 -0.104  1.08
S1 1.827 -1.987 -0.868  -0.48
S2 0.341 -0.812 2.977  0.82
S3 3.434 -0.543 -1.076  1.01
Si1 -1.483 -0.472 -1.558  -3.17
O1 -0.325 -1.747 2.064  -0.44
O2 4.719 -1.056 -0.715  -0.69
O3 3.141 -0.087 -2.416  -0.66
O4 3.021 0.457 -0.007  -0.64
O5 -0.377 -0.330 4.152  -0.69
N1 1.273 2.405 0.065  0.09
N2 0.637 0.440 1.830  0.73
C1 -0.565 -1.892 -3.827  -1.62
C2 1.672 2.564 1.351  0.36
C3 2.817 3.870 3.045  -0.99
C4 3.043 -1.221 2.837  -0.05
C5 -4.107 0.879 -1.559  -1.65
C6 2.654 4.714 0.818  -0.82
C7 -3.378 -2.785 -1.995  -1.71
C8 2.581 2.872 3.934  -1.03
C9 -2.674 1.022 -1.096  2.95
C10 -2.124 2.283 -1.724  -2.62
C11 1.695 -2.577 4.405  -0.97
C12 1.362 1.559 2.268  0.01
C13 2.815 -3.340 4.689  -0.41
C14 -1.123 -0.453 -3.423  2.79
C15 2.335 4.491 -0.509  -1.08
C16 -2.710 1.356 0.481  -1.43
C17 -2.257 -0.030 -4.303  -1.57
C18 -1.304 -3.302 -0.703  -1.86
C19 2.378 3.735 1.757  1.37
C20 4.040 -3.032 4.134  -0.64
C21 1.801 1.744 3.573  -0.24
C22 1.700 3.293 -0.898  0.02
C23 4.128 -1.980 3.198  -0.77
C24 1.871 -1.539 3.459  1.00
C25 -3.091 -2.147 0.434  -1.56
C26 -0.054 0.622 -3.570  -1.58
C27 -2.353 -2.289 -0.889  3.02
H1 -0.797 -3.185 0.235  0.22
H2 -2.967 0.524 1.139  0.29
H3 -1.738 1.688 0.850  0.10
H4 0.758 -2.627 5.013  0.35
H5 -2.029 -0.048 -5.394  0.47
H6 -1.122 2.479 -1.354  0.11
H7 -3.949 -1.448 0.380  0.24
H8 2.544 5.254 -1.202  0.47
H9 -2.969 -3.644 -2.572  0.41
H10 0.098 0.722 -4.663  0.56
H11 -0.477 -3.384 -1.507  0.15
H12 -0.330 1.591 -3.139  0.05
H13 2.958 3.006 4.913  0.47
H14 -3.678 -2.039 -2.691  0.20
H15 -4.628 0.297 -0.753  0.34
H16 -4.704 1.861 -1.648  0.34
H17 -2.345 -1.762 1.141  0.02
H18 -2.705 3.107 -1.359  0.72
H19 0.897 0.293 -3.148  0.20
H20 -0.483 -1.790 -4.898  0.66
H21 2.737 -4.279 5.320  0.27
H22 3.238 5.547 1.171  0.39
H23 -4.250 0.352 -2.464  0.33
H24 -1.141 -2.834 -3.654  0.13
H25 1.174 3.165 -1.832  0.28
H26 -2.177 2.425 -2.786  0.40
H27 -2.565 0.972 -4.031  0.33
H28 -3.146 -0.671 -4.189  0.29
H29 1.451 0.995 4.373  0.36
H30 -1.809 -4.288 -0.761  0.58
H31 -3.321 -3.169 0.865  0.54
H32 3.066 -0.387 2.193  0.48
H33 3.443 4.728 3.242  0.34
H34 -4.258 -3.119 -1.537  0.55
H35 -3.415 2.168 0.754  0.46
H36 5.074 -1.635 2.808  0.42
H37 0.497 -2.034 -3.541  0.23
H38 4.904 -3.588 4.494  0.37

***

Entry 3:
C2H9BrSi2 | ωB97M-V/def2-TZVPD

Computed properties:
* total energy: -3234.535701 a.u.
* net charge: 0
* HOMO: -7.6 eV
* relative energy (zero: lowest compared OMol25 entry of this formula, charge and spin): 152.4 kJ/mol
* frontier orbital gap: 7.13 eV

Each line ends with the Mulliken charge.
Element x y z (Å)
Br1 2.138 -0.787 -1.073  -0.23
Si1 0.497 0.232 -0.100  0.25
Si2 -1.379 -2.593 0.518  0.34
C1 1.179 1.451 1.134  -0.99
C2 -0.395 1.220 -1.397  -1.11
H1 0.229 2.070 -1.659  0.34
H2 -0.253 -3.424 0.849  -0.09
H3 -2.037 -2.842 -0.788  -0.08
H4 0.531 1.815 1.881  0.38
H5 -0.409 0.686 -2.313  0.34
H6 1.650 2.217 0.558  0.29
H7 -2.428 -2.628 1.539  -0.10
H8 1.887 0.883 1.820  0.27
H9 -1.210 1.699 -0.969  0.39